Here is a structure of composition C23H30ClINNiO2Si2 from the Open Molecules 2025 dataset. Energies are from ωB97M-V/def2-TZVPD.

Its HOMO energy (spin up / spin down) is -2.4 / -4.7 eV. Its spin multiplicity is 3. Its net charge is -1. Its frontier orbital gap (spin up / spin down) is 4.79 / 7.12 eV. As for the expectation value of S²: 2.02.

```
61
Properties=species:S:1:pos:R:3:lowdin_spin:R:1
Ni -0.297 -0.262 -0.040 1.4088
Cl -2.511 6.003 -1.996 0.0022
C -2.401 4.391 -1.330 0.0115
C -3.443 3.888 -0.599 -0.0012
C -3.393 2.604 -0.046 0.0112
I -5.005 1.877 1.053 0.0026
C -2.284 1.762 -0.206 0.0053
O -2.170 0.587 0.265 0.0314
C -1.195 2.325 -0.984 0.0062
N -0.128 1.505 -1.121 0.0381
C 0.914 1.912 -1.813 0.0322
C 0.964 3.180 -2.407 0.0011
C -0.100 4.032 -2.276 0.0254
C -1.234 3.619 -1.547 0.0007
H -4.324 4.497 -0.445 -0.0002
H 1.737 1.214 -1.896 0.0021
H 1.847 3.472 -2.960 -0.0005
H -0.088 5.017 -2.722 0.0019
C 1.518 -3.494 -0.211 0.0218
Si 1.646 -1.590 -0.378 0.0797
C 2.721 -1.407 -1.966 0.0262
C 2.882 -1.119 1.013 -0.0034
C 4.191 -1.615 1.035 -0.0001
C 5.083 -1.266 2.038 -0.0005
C 4.675 -0.406 3.053 0.0007
C 3.380 0.089 3.049 0.0030
C 2.470 -0.253 2.043 0.0133
Si 0.671 0.371 1.992 0.1217
C 0.742 2.264 2.240 0.0291
C -0.169 -0.296 3.569 0.0349
H 2.511 -3.934 -0.059 0.0040
H 1.091 -3.951 -1.111 0.0003
H 0.889 -3.783 0.635 0.0003
H 3.511 -2.168 -2.000 0.0046
H 3.220 -0.434 -2.012 0.0002
H 2.117 -1.518 -2.872 0.0011
H 4.524 -2.287 0.248 0.0003
H 6.094 -1.659 2.032 0.0000
H 5.365 -0.127 3.842 0.0002
H 3.068 0.758 3.848 0.0007
H 1.261 2.550 3.162 0.0059
H -0.274 2.669 2.289 0.0003
H 1.253 2.753 1.404 0.0003
H 0.347 0.022 4.483 0.0069
H -0.200 -1.389 3.565 0.0005
H -1.200 0.067 3.616 0.0006
C -3.750 -2.120 0.939 0.0007
C -3.423 -1.994 -0.530 0.0013
O -2.025 -2.192 -0.691 0.0260
C -1.652 -2.586 -1.999 0.0126
C -1.835 -1.480 -3.025 0.0106
H -4.809 -1.918 1.109 0.0001
H -3.171 -1.382 1.495 0.0006
H -3.512 -3.119 1.307 0.0000
H -3.707 -0.999 -0.883 0.0001
H -3.957 -2.747 -1.126 0.0006
H -2.222 -3.479 -2.288 0.0000
H -0.600 -2.857 -1.931 0.0070
H -2.888 -1.243 -3.186 0.0002
H -1.402 -1.777 -3.984 0.0003
H -1.325 -0.577 -2.682 0.0087
```

=====

Here is a structure of composition C23H14N8O2S5Yb from the Open Molecules 2025 dataset. Energies are from ωB97M-V/def2-TZVPD.

Its HOMO energy (spin up / spin down) is -5.8 / -5.8 eV. Its spin multiplicity is 2. The calculation puts the energy above the lowest of the compared OMol25 structures with the same formula, charge and spin at 0.0 kcal/mol. Its net charge is -1. Its frontier orbital gap (spin up / spin down) is 7.37 / 7.37 eV. As for the expectation value of S²: 0.75.

```
53
Properties=species:S:1:pos:R:3:lowdin_spin:R:1
Yb 0.019 0.180 0.040 1.0079
S 2.230 -0.403 1.428 -0.0014
C 2.958 -0.719 -0.111 0.0002
S 2.196 -0.005 -1.517 -0.0009
C 4.076 -1.506 -0.259 -0.0003
C 4.625 -1.774 -1.549 -0.0001
N 5.074 -2.004 -2.585 -0.0001
C 4.703 -2.134 0.858 -0.0001
N 5.225 -2.643 1.749 -0.0001
O -1.715 3.517 2.574 0.0000
C -2.260 2.796 3.572 0.0000
C -2.898 3.516 4.587 0.0000
C -3.484 2.859 5.646 0.0000
C -3.447 1.466 5.723 0.0000
C -2.818 0.758 4.722 0.0000
C -2.219 1.397 3.633 -0.0001
C -1.564 0.591 2.577 0.0000
O -0.926 1.235 1.626 -0.0017
N -1.652 -0.698 2.642 0.0000
N -0.937 -1.321 1.605 -0.0011
C -0.830 -2.586 1.781 0.0001
S -1.628 -3.437 3.087 0.0001
C -0.855 -5.031 2.708 0.0000
C -0.611 -5.105 1.212 0.0000
S 0.175 -3.550 0.733 0.0000
H -1.287 2.883 1.962 0.0000
H -2.912 4.594 4.508 0.0000
H -3.974 3.432 6.423 0.0000
H -3.901 0.948 6.556 0.0000
H -2.770 -0.322 4.758 0.0000
H -1.533 -5.817 3.041 0.0000
H 0.085 -5.116 3.253 0.0000
H -1.544 -5.240 0.665 0.0000
H 0.076 -5.910 0.952 0.0000
N -0.819 1.868 -1.307 -0.0012
C -1.305 2.714 -1.940 -0.0001
C -1.898 3.662 -2.756 0.0000
C -3.052 3.289 -3.477 0.0000
N -3.993 2.987 -4.074 0.0000
C -1.307 4.937 -2.908 0.0000
N -0.828 5.978 -3.037 0.0000
S -1.348 -1.531 -1.787 -0.0005
C -1.082 -0.599 -3.203 -0.0001
N 0.182 -0.497 -3.677 -0.0001
C 0.545 0.227 -4.754 0.0000
C -0.402 0.891 -5.476 -0.0001
C -1.736 0.811 -5.043 0.0000
C -2.072 0.081 -3.933 -0.0001
H 0.915 -0.911 -3.090 0.0000
H 1.604 0.240 -4.968 0.0000
H -0.116 1.481 -6.332 0.0000
H -2.513 1.354 -5.565 0.0000
H -3.089 0.049 -3.573 0.0000
```

=====

Here is a cluster of 3 separate species, C29H50ClF2IN3O10S in total at a distorted geometry from the Open Molecules 2025 dataset. Energies are from ωB97M-V/def2-TZVPD.

Its HOMO energy is -11.3 eV. Its spin multiplicity is 1. Its net charge is +1. Its frontier orbital gap is 7.61 eV.

```
97
Properties=species:S:1:pos:R:3:lowdin_charge:R:1
C 1.583 -3.930 2.621 -0.0517
C 1.468 -3.989 1.105 -0.2432
O 0.536 -3.053 0.572 -0.1597
C 1.064 -1.751 0.379 -0.1758
C -0.024 -1.077 -0.445 -0.0138
N 0.377 0.009 -1.479 -0.0648
N 0.451 -0.743 -2.742 0.1238
C 0.424 0.078 -3.940 -0.4722
O -0.504 0.150 -4.642 0.2550
F 1.556 0.716 -4.178 0.1742
C 1.500 -1.749 -2.756 -0.4624
O 1.294 -2.885 -2.596 0.2735
F 2.703 -1.248 -3.001 0.1754
C -0.809 0.936 -1.573 -0.0299
C -0.876 2.038 -0.516 -0.5024
N -1.226 1.590 0.786 0.0981
C -2.001 2.997 -1.145 -0.1301
C -2.953 3.512 -0.110 -0.8112
O -2.896 4.551 0.454 0.0278
Cl -4.262 2.380 0.285 0.7289
C 0.474 2.788 -0.530 -0.5679
I 0.436 4.649 0.510 1.1477
C 1.684 1.877 -0.178 -0.4070
C 1.740 1.343 1.269 -0.1949
C 2.068 2.292 2.422 -0.2832
C 2.516 1.584 3.723 -0.5280
S 1.955 -0.105 3.998 0.7649
C 2.973 2.671 -0.538 -0.1662
C 4.288 1.891 -0.652 -0.1522
C 4.998 1.546 0.680 -0.1397
C 6.459 1.987 0.719 -0.1867
O 7.277 0.903 0.249 -0.0525
C 8.576 1.008 0.648 -0.3429
O 9.072 0.259 1.428 0.1259
C 1.673 0.707 -1.188 -0.0465
H 2.375 -4.610 2.933 0.0860
H 0.642 -4.275 3.049 0.0740
H 1.796 -2.920 2.963 0.0354
H 1.074 -4.969 0.834 0.1252
H 2.444 -3.903 0.616 0.1224
H 2.024 -1.853 -0.145 0.1225
H 1.252 -1.279 1.343 0.0867
H -0.795 -0.675 0.207 0.1087
H -0.507 -1.868 -1.015 0.1426
H -0.794 1.456 -2.531 0.1344
H -1.714 0.321 -1.584 0.1284
H -1.029 2.205 1.559 0.0881
H -2.091 1.079 0.880 0.0631
H -2.593 2.403 -1.846 0.1032
H -1.586 3.820 -1.727 0.1198
H 0.608 3.077 -1.575 0.0891
H 0.813 0.846 1.539 0.0769
H 2.498 0.552 1.276 0.0964
H 2.824 3.035 2.174 0.0847
H 1.171 2.850 2.686 0.0538
H 2.150 2.185 4.554 0.0731
H 3.601 1.592 3.821 0.0667
H 0.657 0.154 4.214 -0.1386
H 3.109 3.504 0.147 0.0793
H 2.779 3.120 -1.519 0.1225
H 4.211 0.981 -1.248 0.1056
H 4.971 2.529 -1.217 0.1171
H 5.037 0.463 0.793 0.1243
H 4.514 2.019 1.530 0.0913
H 6.726 2.209 1.756 0.1287
H 6.628 2.906 0.150 0.1276
H 9.148 1.817 0.170 0.1497
H 2.421 -0.014 -0.881 0.1172
H 2.042 1.115 -2.125 0.1284
O -1.578 -0.020 3.542 0.0720
C -1.958 -1.139 3.308 -0.5115
O -2.113 -1.497 2.017 -0.0239
C -2.465 -2.835 1.618 -0.2267
C -3.962 -3.052 1.641 -0.0445
C -2.347 -2.095 4.407 0.0313
H -1.927 -3.565 2.221 0.1087
H -2.084 -2.931 0.605 0.1083
H -4.371 -2.950 2.647 0.0742
H -4.203 -4.050 1.274 0.0882
H -4.458 -2.316 1.007 0.0823
H -3.376 -1.883 4.696 0.1034
H -1.701 -1.909 5.261 0.0964
H -2.263 -3.145 4.141 0.0750
O -3.862 -0.372 -1.606 0.0454
C -4.597 -0.420 -2.564 -0.5230
O -5.902 -0.237 -2.352 0.0088
C -6.870 -0.116 -3.408 -0.2196
C -7.363 -1.464 -3.886 -0.0573
C -4.103 -0.759 -3.946 0.0300
H -6.473 0.494 -4.220 0.1150
H -7.687 0.447 -2.962 0.1272
H -6.560 -2.057 -4.326 0.0698
H -8.142 -1.334 -4.636 0.0873
H -7.772 -2.031 -3.051 0.0867
H -4.046 -1.844 -4.036 0.1049
H -3.102 -0.351 -4.062 0.0686
H -4.718 -0.370 -4.752 0.0782
```

=====

Here is a structure of composition C33H36N11O5V at a distorted geometry from the Open Molecules 2025 dataset. Energies are from ωB97M-V/def2-TZVPD.

Its HOMO energy (spin up / spin down) is -12.4 / -12.4 eV. Its spin multiplicity is 3. The calculation puts the energy above the lowest of the compared OMol25 structures with the same formula, charge and spin at 65.9 kcal/mol. Its net charge is +2. Its frontier orbital gap (spin up / spin down) is 5.02 / 4.72 eV. As for the expectation value of S²: 2.01.

```
86
Properties=species:S:1:pos:R:3:lowdin_spin:R:1
V -1.125 -0.112 -1.560 1.8203
O -4.649 -1.924 -2.354 0.0174
C -3.420 -1.444 -2.346 0.0272
O -2.896 -0.862 -1.371 -0.0024
C -2.589 -1.548 -3.531 0.0158
C -2.849 -2.075 -4.802 0.0051
C -1.843 -2.003 -5.754 0.0273
C -0.626 -1.402 -5.434 -0.0028
C -0.464 -0.892 -4.155 0.0242
N -1.420 -0.961 -3.234 -0.0193
C 0.716 -0.158 -3.552 0.0087
O 1.781 -0.020 -4.104 0.0344
O 0.351 0.259 -2.385 0.0017
H -5.135 -1.784 -1.526 0.0001
H -3.813 -2.504 -5.023 -0.0002
H -2.001 -2.401 -6.745 0.0012
H 0.178 -1.323 -6.148 -0.0006
C 1.876 3.270 -1.576 0.0000
N 1.081 3.011 -2.751 0.0000
C 1.869 2.908 -3.951 0.0001
C -0.147 3.761 -2.865 0.0001
C -1.317 3.229 -2.023 0.0012
N -1.993 1.968 -2.428 -0.0052
C -3.338 2.036 -1.841 0.0022
C -2.145 1.914 -3.886 0.0016
H 2.611 4.065 -1.756 0.0000
H 2.430 2.369 -1.302 0.0000
H 1.248 3.580 -0.744 0.0000
H 2.367 3.855 -4.195 0.0000
H 1.249 2.620 -4.797 0.0000
H 2.633 2.144 -3.820 0.0000
H -0.433 3.814 -3.915 0.0000
H 0.012 4.798 -2.527 0.0000
H -2.067 4.033 -2.038 -0.0002
H -0.983 3.102 -0.991 0.0001
H -3.902 2.889 -2.238 0.0000
H -3.276 2.141 -0.757 0.0003
H -3.900 1.135 -2.077 0.0003
H -2.546 2.858 -4.277 -0.0002
H -2.846 1.122 -4.157 0.0000
H -1.186 1.706 -4.361 0.0002
C -0.466 3.026 3.043 0.0003
N -0.875 2.034 2.077 0.0052
C -0.276 1.584 0.966 0.0076
N -1.085 0.741 0.335 0.0002
C -2.183 0.702 1.132 0.0052
N -2.075 1.473 2.178 0.0006
C 0.679 2.640 3.954 0.0002
C 1.308 3.651 4.677 0.0000
C 2.306 3.353 5.589 0.0000
C 2.707 2.043 5.783 0.0000
C 2.084 1.029 5.060 0.0000
C 1.065 1.329 4.151 0.0000
C 2.469 -0.351 5.222 0.0000
N 3.278 -0.902 6.082 0.0000
N 3.325 -2.195 5.825 0.0000
C 2.547 -2.432 4.808 0.0000
O 1.966 -1.286 4.382 0.0000
C 2.285 -3.664 4.105 0.0000
C 2.999 -4.828 4.384 0.0000
C 2.745 -5.967 3.643 0.0000
C 1.795 -5.953 2.633 0.0000
C 1.071 -4.798 2.361 0.0002
C 0.003 -4.792 1.287 0.0003
N 0.098 -3.644 0.415 0.0055
C -0.783 -2.667 0.187 0.0085
N -0.283 -1.825 -0.711 -0.0009
C 0.937 -2.345 -0.995 0.0062
N 1.178 -3.439 -0.328 0.0004
C 1.316 -3.655 3.101 0.0001
H -1.350 3.207 3.663 0.0000
H -0.207 3.952 2.517 0.0001
H 0.721 1.841 0.666 0.0002
H -3.051 0.104 0.928 0.0002
H 0.998 4.675 4.537 0.0000
H 2.766 4.148 6.154 0.0000
H 3.485 1.792 6.486 0.0000
H 0.577 0.520 3.627 0.0000
H 3.741 -4.818 5.165 0.0000
H 3.297 -6.872 3.842 0.0000
H 1.611 -6.848 2.058 0.0000
H -0.990 -4.785 1.746 0.0000
H 0.113 -5.691 0.675 0.0002
H -1.747 -2.591 0.654 0.0004
H 1.647 -1.924 -1.682 0.0002
H 0.760 -2.747 2.910 0.0000
```

=====

Q: spin multiplicity of number 1 (C23H30ClINNiO2Si2)?
A: 3

=====

Q: Among the records above, which one has the highest net charge?
A: C33H36N11O5V

=====

Q: The lowest spin multiplicity belongs to which entry?
A: C29H50ClF2IN3O10S